Record 1
Formula: C14H25N3O4
Source: the Open Molecules 2025 dataset
Level of theory: ωB97M-V/def2-TZVPD

- M: 299.37 Da
- HOMO: -9.1 eV
- Structure (SMILES): CC(C)[C@@H]1NC(=O)N(CC(=O)OC(C)(C)C)CN(C)C1=O
- Energy relative to the best compared isomer or geometry (same formula, charge and spin): 0.1437 eV
- Kohn-Sham gap: 9.56 eV
- Energy: -1013.71619 a.u.

```
! wB97M-V def2-TZVPD RIJCOSX def2/J DEFGRID3
* xyz 0 1
C 2.453 -5.145 -1.331
C 1.040 -4.789 -1.915
C 1.149 -4.864 -3.451
C 0.582 -3.342 -1.446
N 0.878 -3.097 -0.021
C 0.368 -2.127 0.821
O 0.727 -2.219 1.972
N -0.335 -0.995 0.437
C -0.980 -0.083 1.393
C -0.243 1.260 1.576
O -0.378 1.719 2.682
O 0.383 1.846 0.490
C 0.939 3.184 0.570
C 1.447 3.474 -0.854
C -0.093 4.250 0.952
C 2.099 3.257 1.583
C -0.532 -0.785 -0.998
N -1.413 -1.828 -1.460
C -2.805 -1.524 -1.768
C -0.900 -3.072 -1.716
O -1.598 -3.955 -2.097
H 2.735 -6.189 -1.595
H 2.500 -5.066 -0.239
H 3.208 -4.469 -1.757
H 0.333 -5.565 -1.574
H 1.476 -5.836 -3.771
H 1.871 -4.133 -3.790
H 0.205 -4.653 -3.927
H 1.123 -2.555 -2.017
H 1.305 -3.863 0.506
H -2.003 0.172 1.052
H -1.036 -0.565 2.383
H 1.949 4.427 -0.870
H 2.187 2.707 -1.061
H 0.605 3.469 -1.595
H -0.918 4.267 0.262
H 0.390 5.223 0.946
H -0.526 4.140 1.958
H 2.918 2.583 1.296
H 1.788 3.002 2.604
H 2.476 4.294 1.619
H -0.946 0.220 -1.126
H 0.420 -0.792 -1.550
H -3.043 -0.508 -1.427
H -3.496 -2.177 -1.275
H -2.962 -1.581 -2.829
*
```

Table of Löwdin atomic charges, one value per atom, all in e:
1. C -0.070
2. C -0.327
3. C -0.070
4. C -0.180
5. N 0.130
6. C -0.506
7. O 0.057
8. N -0.013
9. C -0.021
10. C -0.396
11. O 0.110
12. O 0.012
13. C -0.574
14. C -0.025
15. C -0.034
16. C -0.024
17. C -0.119
18. N -0.067
19. C -0.017
20. C -0.431
21. O 0.104
22. H 0.089
23. H 0.059
24. H 0.083
25. H 0.140
26. H 0.072
27. H 0.076
28. H 0.070
29. H 0.142
30. H 0.130
31. H 0.139
32. H 0.140
33. H 0.081
34. H 0.083
35. H 0.104
36. H 0.080
37. H 0.087
38. H 0.089
39. H 0.092
40. H 0.085
41. H 0.093
42. H 0.132
43. H 0.136
44. H 0.090
45. H 0.084
46. H 0.087

=====

Record 2
Formula: C3H8OSi
Source: the Open Molecules 2025 dataset
Level of theory: ωB97M-V/def2-TZVPD

- M: 88.18 Da
- HOMO: -9.6 eV
- Structure (SMILES): C=C[C@@H](O)[SiH3]
- Energy relative to the best compared isomer or geometry (same formula, charge and spin): 2.7339 eV
- Kohn-Sham gap: 10.38 eV
- Energy: -483.74215 a.u.

```
! wB97M-V def2-TZVPD RIJCOSX def2/J DEFGRID3
* xyz 0 1
C -1.788 -0.660 0.886
C -0.849 -1.034 0.010
C 0.473 -0.389 -0.290
O 0.471 -0.073 -1.704
Si 0.975 1.299 0.313
H -2.686 -1.235 1.008
H -1.598 0.063 1.629
H -1.162 -1.615 -0.742
H 1.328 -1.200 -0.265
H 1.339 -0.247 -2.064
H 2.103 1.592 -0.644
H 1.709 1.362 1.547
H -0.315 2.138 0.317
*
```

Table of Löwdin atomic charges, one value per atom, all in e:
1. C 0.026
2. C -0.171
3. C -0.544
4. O -0.165
5. Si 0.683
6. H 0.054
7. H 0.032
8. H 0.056
9. H 0.145
10. H 0.067
11. H -0.048
12. H -0.107
13. H -0.028